Entry a
ORCA calculation (ωB97M-V with the def2-TZVPD basis set) on one molecule with the formula C4H8N4OS.

**HOMO-LUMO gap**: 8.633 eV
**Net charge**: 0
**SMILES**: C=[N+]([O-])[C@@H]1NSN=C[C@@H]1N
**HOMO level**: -8.0 eV

Atoms and positions in Å:
S: -2.46 -0.08 -0.53
O: -0.59 -2.15 -0.76
N: 1.56 1.20 1.00
N: 0.21 -1.41 -0.22
N: -1.76 -0.63 1.07
N: -1.63 1.26 -0.93
C: 0.07 0.93 0.87
C: -0.64 1.61 -0.22
C: -0.38 -0.64 0.96
C: 1.49 -1.30 -0.36
H: 2.05 -1.78 -1.09
H: -0.02 -1.03 1.80
H: -2.22 -1.49 1.18
H: 2.06 -0.55 0.29
H: 1.61 2.00 1.52
H: -0.24 2.59 -0.44
H: -0.34 1.36 1.82
H: 1.84 1.51 0.11

Now the Löwdin charges, all in e: atom 1 (S): 0.947, atom 2 (O): -0.079, atom 3 (N): 0.045, atom 4 (N): -0.317, atom 5 (N): -0.192, atom 6 (N): -0.311, atom 7 (C): -0.262, atom 8 (C): -0.259, atom 9 (C): -0.316, atom 10 (C): 0.078, atom 11 (H): 0.062, atom 12 (H): 0.110, atom 13 (H): 0.058, atom 14 (H): 0.088, atom 15 (H): 0.034, atom 16 (H): 0.107, atom 17 (H): 0.154, atom 18 (H): 0.054


Entry b
ORCA calculation (ωB97M-V with the def2-TZVPD basis set) on C4H8N4OS as an isolated structure.

**HOMO-LUMO gap (spin up / spin down)**: 9.575 / 9.575 eV
**Net charge**: 0
**HOMO level (spin up / spin down)**: -9.4 / -9.4 eV

Atoms and positions in Å:
S: 0.36 1.33 0.58
O: 0.48 2.45 -0.28
N: 3.66 -0.17 -0.97
N: 2.76 0.74 -0.67
N: -0.99 0.02 -0.58
N: 0.00 1.62 1.97
C: 3.32 -1.28 -0.24
C: -1.73 1.06 -1.43
C: 1.84 0.30 0.22
C: 2.14 -1.04 0.48
H: 1.61 -1.68 1.07
H: -0.30 0.96 2.71
H: -2.67 1.27 -0.89
H: 2.64 1.57 -1.17
H: -1.70 0.51 -2.36
H: -0.17 -0.30 -1.09
H: 4.05 -2.16 -0.26
H: -1.20 2.05 -1.38

Now the Löwdin charges, all in e: atom 1 (S): 0.739, atom 2 (O): -0.363, atom 3 (N): 0.035, atom 4 (N): -0.021, atom 5 (N): -0.102, atom 6 (N): -0.205, atom 7 (C): -0.126, atom 8 (C): -0.166, atom 9 (C): -0.325, atom 10 (C): -0.056, atom 11 (H): 0.074, atom 12 (H): 0.060, atom 13 (H): 0.072, atom 14 (H): 0.134, atom 15 (H): 0.069, atom 16 (H): 0.005, atom 17 (H): 0.129, atom 18 (H): 0.049


Ordering by calculated energy gives the sequence entry b, entry a, with the first entry being the most stable.


Entry a
ORCA calculation (ωB97M-V with the def2-TZVPD basis set) on a 2-piece molecular cluster, C3H10NO3 overall.

**HOMO-LUMO gap**: 11.870 eV
**Net charge**: +1
**HOMO level**: -15.2 eV

Atoms and positions in Å:
O: -3.02 0.70 -0.03
O: -1.02 -0.93 0.86
O: -0.66 1.34 0.80
N: 0.84 -1.45 -0.78
C: 0.79 0.00 -0.40
C: -0.47 0.08 0.53
C: 2.03 0.45 0.33
H: 0.25 -1.98 -0.11
H: 2.20 -0.10 1.27
H: 0.60 0.62 -1.25
H: 1.75 -1.85 -0.60
H: 0.62 -1.63 -1.76
H: -3.50 -0.10 -0.27
H: -3.63 1.34 -0.43
H: 2.96 0.50 -0.23
H: -1.47 1.66 1.22
H: 1.74 1.35 0.86

Now the Löwdin charges, all in e: atom 1 (O): -0.039, atom 2 (O): 0.127, atom 3 (O): 0.156, atom 4 (N): 0.232, atom 5 (C): -0.213, atom 6 (C): -0.511, atom 7 (C): -0.020, atom 8 (H): 0.161, atom 9 (H): 0.109, atom 10 (H): 0.159, atom 11 (H): 0.168, atom 12 (H): 0.181, atom 13 (H): 0.066, atom 14 (H): 0.075, atom 15 (H): 0.101, atom 16 (H): 0.153, atom 17 (H): 0.097


Entry b
ORCA calculation (ωB97M-V with the def2-TZVPD basis set) on a 2-piece molecular cluster, C3H10NO3 overall.

**HOMO-LUMO gap**: 12.304 eV
**Net charge**: +1
**HOMO level**: -15.4 eV

Atoms and positions in Å:
O: -0.06 0.65 2.02
O: -1.39 0.75 -2.56
O: 2.00 1.23 1.26
N: -0.60 -0.63 -0.28
C: 0.87 0.55 1.26
C: -0.97 -2.00 -0.74
C: 0.82 -0.45 0.11
H: -0.61 -2.11 -1.76
H: -0.96 1.51 -2.98
H: -2.03 -2.15 -0.56
H: 1.46 -0.19 -0.73
H: -0.82 0.04 -1.04
H: -2.34 0.90 -2.69
H: -1.13 -0.33 0.54
H: -0.44 -2.72 -0.12
H: 2.10 1.77 2.06
H: 1.22 -1.41 0.46

Now the Löwdin charges, all in e: atom 1 (O): 0.140, atom 2 (O): -0.026, atom 3 (O): 0.173, atom 4 (N): -0.005, atom 5 (C): -0.508, atom 6 (C): 0.024, atom 7 (C): -0.022, atom 8 (H): 0.110, atom 9 (H): 0.079, atom 10 (H): 0.112, atom 11 (H): 0.152, atom 12 (H): 0.111, atom 13 (H): 0.082, atom 14 (H): 0.164, atom 15 (H): 0.103, atom 16 (H): 0.162, atom 17 (H): 0.149


Ordering by calculated energy gives the sequence entry b, entry a, with the first entry being the most stable.